Entry 1:
{"formula": "C19H21N3O3", "method": "ωB97M-V/def2-TZVPD", "species": ["C", "C", "C", "C", "C", "C", "C", "C", "C", "C", "O", "C", "C", "O", "N", "N", "C", "C", "C", "C", "N", "C", "C", "C", "O", "H", "H", "H", "H", "H", "H", "H", "H", "H", "H", "H", "H", "H", "H", "H", "H", "H", "H", "H", "H", "H"], "xyz": [[3.740322, 0.949861, 1.050020], [3.372658, 1.438074, -0.355259], [3.516596, 2.961859, -0.366856], [4.351156, 0.846429, -1.381850], [1.974638, 0.983999, -0.746769], [1.007579, 1.860122, -1.230891], [-0.190896, 1.399453, -1.742166], [-0.469646, 0.042314, -1.768260], [0.442202, -0.841459, -1.189315], [1.653477, -0.367842, -0.705986], [0.184053, -2.193159, -1.075742], [-1.080397, -2.616359, -1.536786], [-2.225213, -2.539779, -0.509151], [-3.208448, -3.225081, -0.619765], [-2.031289, -1.590117, 0.447357], [-3.032670, -1.170934, 1.243744], [-2.844621, -0.188452, 2.021474], [-1.575475, 0.538434, 2.218727], [-0.436065, -0.136753, 2.656788], [0.736794, 0.579407, 2.816982], [0.844522, 1.869688, 2.549479], [-0.232631, 2.508374, 2.126030], [-1.465584, 1.901065, 1.954415], [-1.529041, -1.764281, -2.737156], [-1.623682, -0.410609, -2.364487], [3.093070, 1.423527, 1.782448], [4.770995, 1.217228, 1.273131], [3.645820, -0.128455, 1.138867], [3.358335, 3.367526, -1.363120], [2.814281, 3.417966, 0.326368], [4.522934, 3.230372, -0.052950], [5.364833, 1.177260, -1.166929], [4.331773, -0.239778, -1.358601], [4.087398, 1.171128, -2.386258], [1.186363, 2.921239, -1.244137], [-0.920208, 2.078942, -2.153274], [2.339448, -1.100507, -0.312658], [-0.967884, -3.662659, -1.838274], [-1.136019, -1.099626, 0.481859], [-3.712312, 0.137786, 2.577532], [-0.476734, -1.189818, 2.894038], [1.634861, 0.094483, 3.175083], [-0.099994, 3.562329, 1.920536], [-2.319580, 2.463155, 1.609739], [-2.519108, -2.071677, -3.074428], [-0.800619, -1.881595, -3.551810]], "atomic_forces_ev_per_a": [[-0.1, 0.1, -0.1], [0.2, 0.0, 0.0], [-0.1, -0.3, 0.0], [-0.1, 0.1, 0.1], [-0.1, 0.0, 0.0], [0.0, 0.0, 0.0], [-0.1, -0.3, -0.1], [0.0, -0.1, -0.1], [0.0, 0.1, -0.1], [-0.2, -0.1, -0.1], [0.2, 0.3, 0.1], [-0.6, -0.1, -0.5], [0.3, -0.2, 0.0], [-0.1, -0.1, -0.2], [1.0, 0.5, 0.4], [-0.8, -0.3, -0.1], [0.1, 0.1, 0.1], [0.4, 0.1, -0.1], [-0.2, 0.2, 0.0], [-0.1, -0.2, 0.0], [0.4, 0.2, 0.1], [-0.2, 0.2, 0.0], [0.0, -0.3, 0.1], [0.2, -0.6, -0.1], [0.1, 0.5, 0.3], [0.0, 0.0, 0.1], [0.1, 0.0, 0.0], [0.0, -0.2, 0.0], [0.0, 0.1, -0.1], [-0.1, 0.1, 0.1], [0.1, 0.0, 0.0], [0.2, 0.0, 0.0], [0.0, -0.1, 0.0], [0.0, 0.0, -0.1], [0.1, 0.1, 0.0], [-0.1, 0.1, -0.1], [0.1, -0.1, 0.1], [-0.1, 0.2, 0.1], [-0.3, -0.2, -0.1], [-0.1, 0.0, 0.1], [0.0, -0.1, 0.0], [0.1, -0.1, 0.0], [-0.1, 0.1, -0.1], [-0.1, 0.1, 0.0], [0.1, 0.0, 0.0], [-0.1, 0.0, 0.1]], "nbo_charge": [-0.61, -0.08, -0.61, -0.59, -0.01, -0.17, -0.25, 0.19, 0.27, -0.27, -0.50, -0.02, 0.65, -0.57, -0.48, -0.17, 0.03, -0.08, -0.26, 0.06, -0.43, 0.05, -0.23, -0.09, -0.48, 0.23, 0.21, 0.20, 0.21, 0.21, 0.21, 0.21, 0.21, 0.21, 0.21, 0.23, 0.22, 0.23, 0.40, 0.20, 0.23, 0.20, 0.20, 0.22, 0.22, 0.19], "relative_energy_kcal_mol": 72.00, "smiles": "CC(C)(C)c1ccc2c(c1)O[C@@H](C(=O)N/N=C\\c1ccncc1)CO2", "homo_ev": -8.556, "multiplicity": 1, "orbital_gap_ev": 8.774}

Entry 2:
{"formula": "C19H21N3O3S2", "method": "ωB97M-V/def2-TZVPD", "species": ["C", "C", "O", "C", "C", "C", "C", "C", "N", "C", "S", "N", "C", "C", "N", "S", "O", "O", "C", "C", "C", "C", "C", "C", "C", "C", "C", "H", "H", "H", "H", "H", "H", "H", "H", "H", "H", "H", "H", "H", "H", "H", "H", "H", "H", "H", "H", "H"], "xyz": [[-6.722957, -2.057732, 0.179615], [-5.700706, -1.220044, -0.549640], [-5.881030, -0.855052, -1.691594], [-4.467925, -0.860705, 0.194060], [-4.140341, -1.382953, 1.444854], [-2.953812, -1.012857, 2.052216], [-2.091050, -0.112790, 1.453600], [-2.423677, 0.439430, 0.218718], [-1.593916, 1.336614, -0.449986], [-0.660422, 2.162687, 0.094852], [-0.791161, 2.720982, 1.643180], [0.296538, 2.648180, -0.753391], [1.343307, 3.476138, -0.192852], [2.407766, 2.559870, 0.435707], [2.490868, 1.312211, -0.301543], [1.766459, -0.057054, 0.374396], [0.700762, -0.534484, -0.465282], [1.496319, 0.188680, 1.756380], [3.144261, -1.187910, 0.238911], [4.230748, -0.995139, 1.069998], [5.324175, -1.837063, 0.958206], [5.317760, -2.855746, 0.016957], [4.221229, -3.040776, -0.809694], [3.124660, -2.200307, -0.699236], [2.211540, 1.459980, -1.709250], [0.752592, 1.934597, -1.931062], [-3.598380, 0.045075, -0.408183], [-6.306284, -3.037795, 0.402153], [-7.005661, -1.578242, 1.113644], [-7.601622, -2.179151, -0.448904], [-4.791140, -2.087181, 1.937988], [-2.688066, -1.436754, 3.009020], [-1.157609, 0.142019, 1.927936], [-1.721326, 1.361694, -1.452140], [1.764069, 4.074852, -1.004574], [0.911246, 4.135114, 0.560494], [2.128301, 2.302302, 1.458074], [3.390920, 3.041819, 0.437155], [4.196611, -0.198637, 1.795828], [6.178962, -1.701549, 1.603167], [6.171163, -3.511673, -0.069205], [4.218542, -3.838399, -1.537002], [2.248776, -2.322251, -1.317100], [2.366589, 0.490132, -2.181680], [2.929864, 2.173244, -2.122256], [0.697146, 2.600635, -2.800828], [0.130799, 1.057645, -2.102312], [-3.864880, 0.438325, -1.379406]], "atomic_forces_ev_per_a": [[-0.1, 0.1, -0.3], [-0.3, -0.2, 0.0], [0.0, 0.0, 0.1], [0.6, 0.2, 0.1], [-0.2, 0.0, -0.2], [0.1, 0.1, 0.0], [0.0, -0.2, 0.0], [-0.5, -0.3, 0.3], [0.3, 0.2, -0.7], [-0.5, 0.6, 0.0], [-0.1, 0.1, 0.6], [-0.2, -0.3, 0.0], [0.1, 0.2, 0.1], [0.0, 0.3, 0.4], [-0.5, -0.8, 0.5], [0.7, -0.1, -0.2], [0.3, -0.1, -0.1], [0.3, 0.1, 0.1], [-0.5, 0.2, 0.0], [0.1, 0.0, 0.1], [-0.1, 0.1, 0.1], [0.0, -0.1, -0.1], [0.1, 0.0, 0.0], [-0.2, 0.0, -0.1], [-0.1, -0.1, -0.4], [0.0, 0.0, -0.5], [0.1, 0.0, 0.1], [0.0, -0.1, 0.1], [0.0, 0.0, 0.1], [0.0, 0.0, 0.0], [-0.1, -0.1, 0.0], [0.0, 0.0, 0.1], [0.0, 0.0, 0.0], [0.1, 0.0, 0.2], [0.0, 0.0, 0.0], [0.2, 0.0, -0.1], [0.0, 0.3, 0.0], [-0.1, 0.0, 0.0], [0.1, 0.1, 0.1], [0.1, 0.0, 0.1], [0.1, -0.1, 0.0], [0.0, -0.1, -0.1], [-0.1, -0.1, -0.1], [0.0, 0.1, -0.3], [0.0, -0.1, 0.0], [0.0, -0.1, 0.0], [0.0, 0.2, 0.0], [0.0, 0.1, -0.1]], "nbo_charge": [-0.72, 0.58, -0.55, -0.16, -0.20, -0.19, -0.22, 0.24, -0.63, 0.30, -0.21, -0.44, -0.25, -0.25, -0.68, 2.30, -0.95, -0.92, -0.24, -0.20, -0.21, -0.19, -0.21, -0.22, -0.24, -0.24, -0.21, 0.23, 0.23, 0.24, 0.21, 0.21, 0.25, 0.40, 0.19, 0.26, 0.26, 0.20, 0.23, 0.22, 0.22, 0.22, 0.24, 0.23, 0.21, 0.20, 0.23, 0.23], "relative_energy_kcal_mol": 72.60, "smiles": "CC(=O)c1cccc(NC(=S)N2CCN(S(=O)(=O)c3ccccc3)CC2)c1", "homo_ev": -7.947, "multiplicity": 1, "orbital_gap_ev": 8.410}